{
  "formula": "C27H28N2O5",
  "method": "ωB97M-V/def2-TZVPD",
  "species": ["C", "C", "C", "O", "C", "O", "C", "C", "C", "C", "C", "C", "C", "N", "C", "C", "C", "C", "C", "N", "C", "C", "O", "C", "C", "C", "C", "C", "C", "C", "C", "C", "O", "O", "H", "H", "H", "H", "H", "H", "H", "H", "H", "H", "H", "H", "H", "H", "H", "H", "H", "H", "H", "H", "H", "H", "H", "H", "H", "H", "H", "H"],
  "xyz": [[2.17848, 0.00148, 2.00982], [3.07370, 1.00242, 1.32970], [4.45957, 1.05818, 1.97643], [3.24856, 0.81198, -0.10352], [2.42759, 1.58674, -0.95706], [2.85094, 1.97712, -2.00021], [1.03906, 1.77625, -0.40971], [0.18208, 2.78418, -1.23627], [-1.11391, 3.07537, -0.51280], [-1.58221, 4.40007, -0.43456], [-2.59661, 4.70890, 0.46684], [-3.25913, 3.69490, 1.16728], [-4.23654, 4.00050, 2.16757], [-5.01861, 4.26731, 3.00030], [-2.91910, 2.36407, 0.90899], [-1.78916, 2.05889, 0.16231], [0.63449, 0.00151, -0.82133], [-0.17751, -0.97453, -0.04130], [-1.53806, -1.19027, -0.12694], [-2.18295, -2.22290, 0.47577], [-3.64805, -2.30516, 0.58030], [-4.18065, -3.55192, -0.09630], [-3.23755, -4.61803, -0.12098], [-2.37314, -4.56914, 1.04355], [-1.44454, -3.34152, 1.00249], [1.61737, -0.83763, -1.70062], [1.77535, -0.56215, -3.07366], [2.74444, -1.21155, -3.83786], [3.58762, -2.14172, -3.23046], [3.34648, -2.54089, -1.91798], [2.34813, -1.90727, -1.17311], [1.36869, 2.61043, 0.90640], [0.83003, 3.63248, 1.31585], [2.57617, 2.32304, 1.50599], [1.14301, 0.07682, 1.63172], [2.57350, -1.01300, 1.84010], [2.14879, 0.21957, 3.10684], [5.01088, 1.91848, 1.57235], [4.33114, 1.21357, 3.05697], [5.06553, 0.14772, 1.83031], [0.75634, 3.71754, -1.40233], [0.05402, 2.37812, -2.25676], [-1.03561, 5.17187, -0.98497], [-2.87175, 5.74698, 0.66633], [-3.48738, 1.54349, 1.33347], [-1.36459, 1.04838, 0.19310], [-0.08304, 0.54661, -1.50149], [0.35026, -1.62965, 0.68291], [-2.16209, -0.59742, -0.80053], [-4.13194, -1.43084, 0.14037], [-3.87001, -2.36467, 1.66198], [-5.08146, -3.83751, 0.46965], [-4.44083, -3.32959, -1.13458], [-1.76202, -5.50457, 1.05585], [-3.00870, -4.51986, 1.96092], [-0.54414, -3.58813, 0.42264], [-1.09871, -3.15041, 2.03478], [1.15325, 0.19734, -3.54166], [2.85014, -0.95411, -4.89534], [4.40760, -2.59404, -3.79208], [3.91322, -3.35007, -1.44146], [2.19357, -2.22375, -0.13402]],
  "smiles": "CC1(C)OC(=O)C(Cc2ccc(C#N)cc2)([C@H](/C=C/N2CCOCC2)c2ccccc2)C(=O)O1",
  "e_homo_ev": -8.121,
  "total_energy_ev": -41667.3511,
  "orbital_gap_ev": 8.2276,
  "lumo_energy_ev": 0.106,
  "multiplicity": 1,
  "total_charge": 0
}

---

{
  "formula": "C60H70KN3O6S",
  "method": "ωB97M-V/def2-TZVPD",
  "species": ["K", "C", "O", "C", "C", "C", "C", "C", "C", "C", "C", "C", "C", "C", "C", "C", "C", "C", "C", "C", "C", "C", "C", "C", "C", "C", "C", "C", "C", "C", "C", "C", "C", "O", "C", "C", "C", "C", "C", "O", "C", "C", "C", "C", "C", "C", "O", "C", "C", "C", "C", "H", "H", "H", "H", "H", "H", "H", "H", "H", "H", "H", "H", "H", "H", "H", "H", "H", "H", "H", "H", "H", "H", "H", "H", "H", "H", "H", "H", "H", "H", "H", "H", "H", "H", "H", "H", "H", "H", "H", "H", "H", "H", "H", "H", "H", "H", "H", "H", "H", "H", "H", "H", "H", "H", "H", "H", "H", "H", "S", "C", "C", "C", "N", "C", "C", "C", "C", "C", "N", "C", "C", "H", "H", "H", "H", "H", "H", "H", "H", "O", "C", "C", "C", "C", "O", "N", "H", "H", "H", "H"],
  "xyz": [[-0.53083, -1.23729, -2.11261], [-4.06152, -0.03741, -2.08576], [-2.71946, 0.17175, -1.67524], [-2.54201, 1.22818, -0.80113], [-2.73029, 1.03144, 0.57369], [-2.91017, -0.33331, 1.23323], [-1.67171, -0.71306, 2.01881], [-1.51110, -0.34170, 3.34780], [-0.33012, -0.55674, 4.05485], [0.71776, -1.16119, 3.34730], [0.60836, -1.55113, 2.02691], [1.77895, -2.12725, 1.25681], [2.57485, -1.03145, 0.54593], [3.32731, -0.18402, 1.36458], [3.96423, 0.95061, 0.89240], [3.81914, 1.24399, -0.46151], [3.10652, 0.43912, -1.33376], [2.92488, 0.91359, -2.77397], [1.97793, 2.09581, -2.86548], [2.44743, 3.39573, -2.73567], [1.60826, 4.50841, -2.69117], [0.23360, 4.24650, -2.74512], [-0.28780, 2.97260, -2.87008], [-1.77734, 2.71374, -2.77183], [-2.18682, 2.47384, -1.32066], [-2.12202, 3.55368, -0.43949], [-2.36350, 3.42004, 0.91861], [-2.65443, 2.14593, 1.39624], [-2.28189, 4.58980, 1.89995], [-1.17670, 4.30683, 2.92917], [-1.95406, 5.90625, 1.19751], [-3.61904, 4.75119, 2.63220], [0.58249, 1.84626, -3.01443], [0.12453, 0.67739, -3.21943], [2.11306, 5.94674, -2.58925], [1.54842, 6.60949, -1.32323], [1.66186, 6.75743, -3.81139], [3.63805, 6.01476, -2.51530], [2.53453, -0.73828, -0.82020], [1.89811, -1.54176, -1.73523], [2.21213, -2.93805, -1.79750], [4.76136, 1.89785, 1.78828], [6.19140, 2.04145, 1.25536], [4.08523, 3.27678, 1.78845], [4.83251, 1.40061, 3.23082], [-0.62463, -1.37857, 1.33040], [-0.76210, -1.77700, 0.12442], [-0.13852, -0.16469, 5.51823], [-1.38296, 0.50155, 6.10458], [1.02615, 0.82948, 5.64410], [0.17805, -1.40676, 6.36165], [-4.59684, 0.91488, -2.13490], [-4.02506, -0.49808, -3.07137], [-4.57502, -0.71280, -1.39377], [-3.76981, -0.28386, 1.90868], [-3.10482, -1.08597, 0.47048], [-2.34812, 0.14814, 3.83703], [1.67087, -1.33308, 3.84546], [2.45186, -2.63553, 1.95450], [1.39848, -2.86239, 0.55355], [3.34764, -0.42098, 2.42116], [4.24857, 2.15587, -0.86485], [3.90634, 1.21563, -3.15310], [2.54940, 0.09437, -3.38449], [3.52280, 3.52823, -2.65485], [-0.46912, 5.07586, -2.67098], [-2.32211, 3.58676, -3.14474], [-2.03692, 1.84549, -3.37614], [-1.82631, 4.51015, -0.85105], [-2.78651, 1.98898, 2.46155], [-0.20334, 4.23558, 2.43916], [-1.13216, 5.10877, 3.67339], [-1.34561, 3.36401, 3.45210], [-0.98767, 5.86192, 0.69132], [-2.71208, 6.16882, 0.45555], [-1.90927, 6.71305, 1.93454], [-3.86991, 3.85599, 3.20332], [-3.57268, 5.59586, 3.32654], [-4.43040, 4.93171, 1.92293], [0.45722, 6.62371, -1.34045], [1.85725, 6.05481, -0.43423], [1.89858, 7.64373, -1.22826], [0.57327, 6.77645, -3.88831], [2.01968, 7.79124, -3.74715], [2.04861, 6.31159, -4.73045], [4.01922, 5.49640, -1.63248], [4.10377, 5.56503, -3.39477], [3.95941, 7.05925, -2.45839], [3.07313, -3.15410, -1.16239], [1.34865, -3.53089, -1.48817], [2.43914, -3.18122, -2.83567], [6.20214, 2.46576, 0.25024], [6.77699, 2.69841, 1.90638], [6.68903, 1.06988, 1.20995], [4.00347, 3.68312, 0.77893], [3.07354, 3.20784, 2.19415], [4.65555, 3.98616, 2.39735], [5.29708, 0.41394, 3.29732], [5.42846, 2.09457, 3.83041], [3.84019, 1.33673, 3.68185], [-1.63717, 1.41839, 5.56746], [-2.25278, -0.15806, 6.06997], [-1.19802, 0.76324, 7.15079], [0.81603, 1.73487, 5.06990], [1.19135, 1.10967, 6.69053], [1.95352, 0.40299, 5.25823], [-0.62373, -2.14319, 6.27555], [1.10005, -1.88466, 6.02614], [0.29606, -1.14011, 7.41791], [-5.58854, -6.47927, -1.85279], [-4.53007, -5.08477, -2.13512], [-3.81323, -4.52746, -1.09550], [-2.90065, -3.52395, -1.38029], [-2.69347, -3.06910, -2.61248], [-3.41728, -3.57802, -3.60414], [-4.34675, -4.58531, -3.42003], [-4.28165, -7.68321, -1.68831], [-3.99216, -8.25766, -0.46297], [-2.98228, -9.20739, -0.39145], [-2.26218, -9.60575, -1.43312], [-2.52824, -9.01963, -2.60035], [-3.51846, -8.07077, -2.77962], [-3.89989, -4.90847, -0.08705], [-2.26142, -3.09821, -0.60947], [-3.19701, -3.20905, -4.60062], [-4.88081, -5.01048, -4.26016], [-4.53263, -7.96216, 0.42653], [-2.74310, -9.66133, 0.56477], [-1.91969, -9.32408, -3.44514], [-3.67687, -7.62066, -3.75093], [-1.54634, -6.51207, -1.30115], [-0.62412, -6.39046, -2.10946], [0.50689, -7.42127, -2.17994], [1.23863, -7.02577, -3.44896], [0.60962, -5.66924, -3.79729], [1.06092, -4.96860, -4.70065], [-0.46629, -5.38119, -3.01128], [0.09039, -8.42946, -2.16160], [1.11820, -7.30444, -1.28173], [1.03747, -7.70798, -4.27935], [2.32110, -6.92482, -3.36654]],
  "e_homo_ev": -1.955,
  "total_energy_ev": -107277.4701,
  "orbital_gap_ev": 5.6866,
  "lumo_energy_ev": 3.732,
  "multiplicity": 1,
  "total_charge": -2
}

---

{
  "formula": "C17H23NO4Si",
  "method": "ωB97M-V/def2-TZVPD",
  "species": ["O", "C", "C", "C", "C", "O", "C", "C", "H", "H", "H", "H", "O", "C", "C", "C", "C", "O", "C", "C", "H", "H", "H", "H", "C", "C", "C", "Si", "C", "C", "N", "H", "H", "H", "H", "H", "H", "H", "H", "H", "H", "H", "H", "H", "H", "H"],
  "xyz": [[-1.26782, -2.39773, -1.74263], [-2.36441, -2.22527, -1.22858], [-3.16172, -3.36026, -0.72331], [-4.36067, -3.17104, -0.16381], [-4.93855, -1.81948, -0.02543], [-6.03514, -1.64702, 0.48862], [-4.14124, -0.68448, -0.53070], [-2.94230, -0.87371, -1.09020], [-2.72380, -4.34533, -0.83143], [-4.95872, -3.99258, 0.21122], [-4.57916, 0.30058, -0.42258], [-2.34424, -0.05217, -1.46523], [-1.65590, 6.53659, -0.69078], [-2.24226, 5.48553, -0.47177], [-1.96095, 4.68800, 0.73820], [-2.60053, 3.53868, 0.97553], [-3.61656, 3.01805, 0.03935], [-4.20292, 1.96699, 0.25837], [-3.89787, 3.81558, -1.17062], [-3.25829, 4.96490, -1.40794], [-1.21361, 5.08362, 1.41554], [-2.40561, 2.94119, 1.85771], [-4.64521, 3.41996, -1.84795], [-3.45322, 5.56240, -2.29013], [1.07747, 0.41266, -0.33789], [0.85898, -0.95725, 0.59267], [2.14308, -1.18013, 1.64036], [3.69863, -1.42758, 0.50672], [5.21903, -2.20407, 1.40210], [6.56919, -1.62838, 0.60221], [6.67776, -2.14289, -0.82341], [1.43406, 0.13062, -1.43323], [0.01488, 0.95271, -0.36834], [1.83717, 1.16943, 0.18578], [0.90451, -1.85934, -0.17224], [-0.14748, -0.90727, 1.18790], [1.89602, -2.12260, 2.30573], [2.23242, -0.18416, 2.29249], [4.12880, -0.12949, -0.07392], [3.28583, -2.25911, -0.65035], [5.25042, -3.37911, 1.25748], [5.27336, -1.90641, 2.55545], [7.55871, -2.00100, 1.15446], [6.53678, -0.43949, 0.67391], [6.16937, -1.54088, -1.50763], [6.35174, -3.14927, -0.87169]],
  "smiles": "O=C1C=CC(=O)C=C1.O=C1C=CC(=O)C=C1.CCC[SiH2]CCN",
  "e_homo_ev": -9.076,
  "total_energy_ev": -35554.6437,
  "orbital_gap_ev": 7.0934,
  "lumo_energy_ev": -1.983,
  "multiplicity": 1,
  "total_charge": 0
}